1.
167
Properties=species:S:1:pos:R:3 method="wB97M-V/def2-TZVPD" total_charge=+1 homo_energy_ev=-9.81 gap_ev=5.70 largest_force_ev_per_a=2.2 energy_ev=-102186.84146
C 5.0398 0.4017 4.5488
C 5.7671 1.7130 4.2566
S 4.8633 2.5797 2.9459
C 5.4957 1.7683 1.4468
C 4.4197 1.7213 0.4384
N 3.4600 2.6022 0.5589
N 2.4990 2.5538 -0.3282
C 1.4045 3.5280 -0.1070
C 0.6026 3.1068 1.1342
C -0.8731 2.8512 0.8367
C -1.5825 4.2186 0.7001
C -1.4493 2.0871 2.0151
C -2.7218 1.2386 1.7110
C -2.5730 -0.2083 2.0430
C -1.8276 -1.0797 1.3543
C -2.3319 -2.4516 1.1157
C -0.4645 -0.7977 0.7982
C 2.4308 1.7357 -1.3423
C 3.4183 0.8228 -1.4893
C 4.4050 0.7955 -0.5902
C 5.4956 -0.2103 -0.7007
C 5.2360 -1.4686 0.1510
C 3.7886 -1.8473 0.2716
O 3.2313 -2.3297 -0.9355
H 5.5351 -0.1958 5.2922
H 4.9711 -0.1421 3.6181
H 4.0373 0.6286 4.8602
H 6.7686 1.4744 3.9334
H 5.8391 2.3035 5.1513
H 5.7553 0.7655 1.7342
H 6.3365 2.3277 1.0720
H 1.8635 4.4773 0.0981
H 0.7904 3.5551 -0.9854
H 1.0074 2.1738 1.4980
H 0.7232 3.8278 1.9238
H -0.9959 2.3234 -0.0956
H -0.9238 4.9983 1.0408
H -1.8007 4.4419 -0.3287
H -2.4866 4.2340 1.2805
H -1.6387 2.8273 2.7755
H -0.7006 1.4184 2.3953
H -3.0345 1.3056 0.6820
H -3.4943 1.6015 2.3675
H -3.1062 -0.5778 2.8997
H -1.7208 -3.2164 1.5870
H -2.2971 -2.6459 0.0548
H -3.3422 -2.5600 1.4625
H -0.5120 -0.2758 -0.1576
H 0.0368 -1.7349 0.6275
H 0.1040 -0.2199 1.5009
H 1.6123 1.7871 -2.0183
H 3.3795 0.1256 -2.2956
H 5.6524 -0.4491 -1.7389
H 6.4150 0.2411 -0.3598
H 5.7818 -2.3149 -0.2350
H 5.5909 -1.2606 1.1461
H 3.1845 -1.0386 0.6645
H 3.6992 -2.6449 0.9901
H 3.7770 -2.0747 -1.6782
C 9.7136 2.9324 0.5144
C 9.1567 2.2172 1.6509
N 8.7286 1.6491 2.5576
H 10.2504 3.8132 0.8587
H 10.3999 2.2924 -0.0272
H 8.9129 3.2435 -0.1540
C -2.2778 2.5332 -3.8315
C -2.8739 2.2426 -2.5384
N -3.3455 1.9148 -1.5436
H -1.6475 3.4141 -3.7602
H -1.6810 1.6801 -4.1585
H -3.0602 2.7181 -4.5566
C 12.9309 0.0665 0.1946
C 12.6792 1.2583 -0.5987
N 12.4800 2.2067 -1.2224
H 12.2522 0.0396 1.0451
H 12.7772 -0.8207 -0.4152
H 13.9559 0.0777 0.5575
C 8.7446 -1.7241 5.3396
C 8.3177 -2.1605 6.6583
N 7.9726 -2.5056 7.7007
H 7.9913 -1.9862 4.5995
H 8.8805 -0.6444 5.3356
H 9.6808 -2.2114 5.0776
C -3.8471 -4.5559 -1.9835
C -4.2594 -4.8316 -0.6195
N -4.5776 -5.0405 0.4680
H -4.5466 -5.0069 -2.6814
H -3.8192 -3.4791 -2.1464
H -2.8587 -4.9724 -2.1629
C -5.2714 -8.5156 -2.3899
C -4.4996 -7.7368 -3.3444
N -3.8891 -7.1188 -4.0969
H -6.2476 -8.7468 -2.8093
H -4.7494 -9.4429 -2.1664
H -5.4023 -7.9480 -1.4703
C -5.5197 -2.1427 -4.3694
C -4.4147 -1.6692 -3.5537
N -3.5540 -1.2887 -2.8863
H -5.2958 -1.9815 -5.4213
H -5.6782 -3.2050 -4.1920
H -6.4234 -1.5958 -4.1108
C -6.3214 -0.0763 -0.7118
C -7.1171 -0.9718 -1.5313
N -7.7065 -1.6853 -2.2182
H -5.3665 0.0966 -1.2074
H -6.8283 0.8780 -0.5860
H -6.1472 -0.5188 0.2668
C -6.5518 0.7019 4.1779
C -6.6841 1.7701 3.1979
N -6.7792 2.6129 2.4210
H -7.3195 0.8041 4.9422
H -6.6650 -0.2627 3.6886
H -5.5701 0.7505 4.6478
C -0.8012 -2.2192 -4.7894
C -0.4173 -0.9461 -5.3607
N -0.1100 0.0833 -5.7713
H -0.9956 -2.9495 -5.5719
H 0.0002 -2.5888 -4.1525
H -1.6977 -2.0845 -4.1908
C -2.1104 4.6343 -7.6585
C -2.4693 4.9125 -6.2775
N -2.7621 5.1337 -5.1853
H -2.7482 3.8461 -8.0524
H -2.2401 5.5317 -8.2586
H -1.0722 4.3146 -7.7134
C 14.2996 2.2644 -4.1538
C 15.1146 3.1186 -5.0014
N 15.7600 3.7952 -5.6729
H 13.2978 2.1808 -4.5684
H 14.7450 1.2734 -4.0946
H 14.2338 2.6866 -3.1546
C -0.7471 -1.7324 5.3652
C -1.9083 -0.9066 5.6397
N -2.8485 -0.2563 5.7842
H 0.1656 -1.1602 5.5233
H -0.7444 -2.5994 6.0172
H -0.7847 -2.0702 4.3322
C -2.8637 -5.6730 3.3979
C -1.8431 -5.1938 4.3177
N -1.0471 -4.8140 5.0594
H -2.6223 -5.3706 2.3819
H -2.9179 -6.7582 3.4444
H -3.8304 -5.2557 3.6695
C -8.7831 0.6853 -4.7946
C -7.4612 0.5839 -5.3893
N -6.4052 0.5052 -5.8430
H -9.0024 1.7227 -4.5521
H -9.5346 0.3132 -5.4868
H -8.8088 0.0897 -3.8836
C -10.4796 2.8942 3.7546
C -10.4737 1.6548 4.5152
N -10.4540 0.6718 5.1150
H -10.0496 3.6959 4.3500
H -9.8897 2.7716 2.8486
H -11.5014 3.1545 3.4880
C 4.0384 3.4784 -4.1787
C 4.9024 4.3291 -4.9778
N 5.5896 5.0036 -5.6089
H 3.1155 3.2773 -4.7158
H 4.5420 2.5354 -3.9710
H 3.8057 3.9766 -3.2372
C -12.1118 -2.2471 4.6296
C -12.0762 -3.4855 5.3896
N -12.0480 -4.4676 5.9901
H -11.6868 -1.4370 5.2164
H -11.5349 -2.3615 3.7147
H -13.1406 -2.0021 4.3742

2.
11
Properties=species:S:1:pos:R:3 method="wB97M-V/def2-TZVPD" total_charge=0 homo_energy_ev=-7.28 gap_ev=7.89 largest_force_ev_per_a=1.3 energy_ev=-9131.79882
N 1.9971 -0.1389 -0.4309
C 0.5881 -0.1442 -0.3442
C -0.1187 0.8599 0.4367
N -1.3526 0.7657 0.7429
C -2.5854 0.6845 0.8215
N -0.7386 -1.8600 -1.4834
N -0.1142 -1.0678 -0.9479
H 2.4442 -0.8973 0.0715
H 2.3528 -0.0930 -1.3780
H 0.4596 1.7144 0.7749
H -2.9322 0.1768 1.7368

3.
22
Properties=species:S:1:pos:R:3 method="wB97M-V/def2-TZVPD" total_charge=0 homo_energy_ev="-7.66 / -7.65" gap_ev="6.14 / 6.12" largest_force_ev_per_a=4.1 energy_ev=-26725.74522
C 2.8912 2.5317 1.0211
C 1.9021 2.3846 -0.0061
C 2.6239 1.8620 2.2061
C 0.8258 1.5436 0.1978
C 1.5843 0.9862 2.3873
C 0.5853 0.8496 1.4119
C -0.5269 -0.0209 1.3730
C -1.7741 -0.7219 -1.0847
C -2.5525 -2.4855 -2.6663
C -1.5544 -2.1883 -1.5410
I -0.7572 -1.4184 2.7666
I -3.6375 -0.6071 -0.0962
H 3.8393 3.1022 0.7575
H 2.1953 2.7160 -0.9331
H 3.2732 1.9521 2.9965
H -0.0037 1.6677 -0.5552
H 1.5393 0.5453 3.3300
H -2.6335 -1.6528 -3.3012
H -3.5015 -2.6460 -2.1346
H -2.2747 -3.3355 -3.3444
H -1.5407 -2.8067 -0.6965
H -0.5029 -2.2577 -2.0883

4.
22
Properties=species:S:1:pos:R:3 method="wB97M-V/def2-TZVPD" total_charge=0 homo_energy_ev="-6.80 / -9.35" s_squared=2.009 gap_ev="6.90 / 7.34" largest_force_ev_per_a=4.9 energy_ev=-40263.46543 spin_multiplicity=3
C -2.3010 -1.3550 0.5282
C -1.1943 -2.1785 0.3383
C -2.3284 -0.0619 0.0114
C -0.1530 -1.6155 -0.3705
C -1.3001 0.5420 -0.7087
C -0.2006 -0.3632 -0.9510
C -1.6026 1.7932 -1.3242
C 3.4625 0.9357 -0.4927
C 2.3538 0.4710 1.6005
O 2.5721 1.2122 0.5302
F 4.0585 -0.2128 -0.3194
F 3.5434 0.2852 2.2734
F 2.0209 -0.7851 1.2217
Cl 1.1097 1.1650 2.6156
I 1.5506 0.2317 -2.1931
H -3.1208 -1.6889 1.1710
H -1.2501 -3.2017 0.6904
H -3.1314 0.5004 0.2938
H 0.7431 -2.1411 -0.4326
H -2.2586 2.3931 -0.8239
H -0.6600 2.4424 -1.3497
H -1.9137 1.6319 -2.3089

5.
43
Properties=species:S:1:pos:R:3 method="wB97M-V/def2-TZVPD" total_charge=-1 homo_energy_ev=-4.28 gap_ev=6.26 largest_force_ev_per_a=1.4 energy_ev=-71859.31954
C -2.6808 3.6691 2.5668
C -3.0264 3.9220 1.1017
N -3.3005 2.7265 0.3133
Al -1.8888 1.5438 -0.0272
F -0.4307 2.3000 0.5151
C -1.6268 1.2237 -2.0171
P -0.2040 0.2269 -2.3226
O 0.2801 -0.5111 -1.1361
O -0.4349 -0.7622 -3.5644
O 0.9529 1.1927 -2.8971
H -1.6994 3.2058 2.6666
H -3.4260 3.0231 3.0353
H -2.6637 4.6092 3.1303
H -3.8911 4.6021 1.0702
H -2.1981 4.4520 0.6259
H -4.0856 2.2299 0.7171
H -2.1422 0.1666 0.7633
H -1.4245 2.1974 -2.4761
H -2.5268 0.8219 -2.4815
H -0.8836 -1.5393 -3.2034
H 1.2376 1.7234 -2.1476
C 2.7690 1.9732 2.3992
C 2.8914 0.6261 3.0749
O 3.1530 0.9559 4.4533
S 2.3857 2.3026 4.8387
O 1.1726 1.9950 5.5026
O 3.3280 3.1822 5.4363
O 2.0587 2.7779 3.3578
H 3.7428 2.4353 2.2236
H 2.1981 1.9149 1.4750
H 3.7146 0.0310 2.6913
H 1.9609 0.0613 3.0082
C 1.5488 -5.5219 -3.6068
C 0.4443 -6.4846 -3.2178
O -0.1379 -5.8876 -2.0563
S -0.0800 -4.2852 -2.1756
O -1.3207 -3.8130 -2.6811
O 0.4932 -3.7761 -0.9949
O 0.9829 -4.2312 -3.3744
H 2.4311 -5.6424 -2.9749
H 1.8291 -5.6010 -4.6538
H 0.8130 -7.4734 -2.9592
H -0.3152 -6.5625 -3.9990

6.
20
Properties=species:S:1:pos:R:3 method="wB97M-V/def2-TZVPD" total_charge=0 homo_energy_ev=-8.69 gap_ev=9.05 smiles="ClCC1=NO[C@@H](c2ncccn2)N1" largest_force_ev_per_a=5.5 energy_ev=-27899.69884
C -3.7463 -0.2432 0.0163
C -2.8114 -0.6329 1.0048
C -3.1398 0.4392 -1.0270
C -1.0608 0.2304 -0.2139
C 0.3744 0.2120 -0.6396
C 2.5283 -0.2200 0.0156
C 3.8507 -0.0876 0.7167
N -1.5316 -0.3456 0.9042
N -1.8383 0.6247 -1.1941
N 1.4928 0.7143 0.2463
N 2.1895 -1.2323 -0.5921
O 0.8103 -1.0987 -1.0186
Cl 5.1789 -0.0110 -0.5569
H -4.7699 -0.5793 0.0471
H -3.2080 -1.0485 1.8925
H -3.7418 1.0927 -1.6919
H 0.3073 0.7966 -1.5411
H 3.8330 -0.8827 1.3783
H 3.8047 0.8426 1.3836
H 1.4782 1.4294 0.8698